Record 1
A molecular structure, C38H40N3PRuSSe4 at a distorted geometry, computed with ωB97M-V with the def2-TZVPD basis set.

XYZ file:
```
88
Properties=species:S:1:pos:R:3:lowdin_charge:R:1
Ru 1.39383 -0.43784 -0.09002 0.505
Se 2.57651 -2.72081 -0.14221 0.045
Se 3.49202 -3.13497 1.90615 -0.090
Se 3.68112 -0.93123 2.87007 -0.075
Se 3.45718 0.35219 0.98637 0.095
C 4.00179 0.66876 -3.50630 -0.056
C 3.45379 1.87864 -3.91355 -0.062
C 2.35874 2.37775 -3.24309 -0.023
C 1.80371 1.65765 -2.18515 -0.232
N 2.31942 0.46563 -1.82873 -0.055
C 3.40721 0.00584 -2.45498 -0.176
C 0.69133 2.12595 -1.34855 -0.216
C -0.00254 3.30550 -1.63257 -0.064
C -1.01509 3.74169 -0.79834 -0.122
C -1.31623 2.99710 0.33976 -0.117
C -0.63741 1.82426 0.61333 -0.135
C 0.37949 1.33355 -0.22293 -0.242
H 4.88275 0.25394 -3.97469 0.102
H 3.89622 2.43929 -4.72740 0.104
H 1.95193 3.34196 -3.50756 0.101
H 3.80398 -0.92797 -2.07177 0.063
H 0.24610 3.89177 -2.50893 0.098
H -1.56088 4.64978 -1.02752 0.095
H -2.10860 3.32576 1.00442 0.102
H -0.91249 1.23936 1.48367 0.079
C 0.16539 -2.35423 4.77163 -0.053
C -0.60089 -1.22625 4.06741 -0.625
C -2.08101 -1.61087 3.93782 -0.059
C -0.47478 0.06291 4.89104 -0.057
C -0.01785 -1.01226 2.73557 -0.150
C 0.49062 -0.79234 1.65478 -0.291
H -0.23104 -2.51875 5.77831 0.079
H 1.22447 -2.10229 4.84026 0.068
H 0.08178 -3.28319 4.20502 0.077
H -2.52643 -1.76767 4.92459 0.077
H -2.18489 -2.53236 3.36017 0.074
H -2.63630 -0.82359 3.42297 0.075
H -0.89988 -0.07415 5.88984 0.077
H -0.99973 0.88399 4.39733 0.078
H 0.57542 0.34206 4.99000 0.079
C 1.80463 2.73859 3.00894 -0.111
N 2.79404 3.45417 2.20174 -0.051
C 2.47772 4.18305 1.10773 -0.905
S 3.51115 4.28067 -0.21727 0.543
N 1.29610 4.83048 1.10084 -0.044
C 0.51084 5.21413 2.25433 -0.092
H 2.25010 1.79761 3.32405 0.036
H 0.92654 2.48498 2.41582 0.060
H 1.50826 3.30499 3.89391 0.073
H 3.63383 2.91844 2.03081 0.036
H 1.09399 5.27424 0.22263 0.092
H -0.19259 4.43865 2.56284 0.065
H -0.06042 6.10436 1.99449 0.084
H 1.16211 5.45610 3.09585 0.086
C -1.78004 -5.67857 0.11257 -0.097
C -1.05221 -4.87736 0.97946 -0.074
C -0.61898 -3.62086 0.57944 -0.138
C -0.92281 -3.14545 -0.69529 -0.346
C -1.65345 -3.95717 -1.56015 -0.077
C -2.07738 -5.21663 -1.16160 -0.092
P -0.42318 -1.43953 -1.18340 1.012
C -0.22171 -1.67103 -2.99645 -0.328
C -1.24257 -1.58302 -3.94200 -0.107
C -0.98730 -1.82732 -5.28432 -0.087
C 0.28939 -2.17593 -5.70177 -0.095
C 1.30727 -2.29333 -4.76644 -0.074
C 1.05002 -2.04327 -3.42731 -0.108
C -2.03836 -0.58650 -1.03729 -0.326
C -2.91444 -0.93868 -0.01419 -0.074
C -4.09884 -0.23979 0.17272 -0.082
C -4.42812 0.81367 -0.66769 -0.096
C -3.55447 1.17987 -1.68166 -0.087
C -2.36151 0.49653 -1.85260 -0.116
H -2.10679 -6.66335 0.42416 0.095
H -0.80031 -5.23365 1.97075 0.102
H -0.04274 -3.00358 1.25554 0.040
H -1.89292 -3.61476 -2.55851 0.094
H -2.63776 -5.83690 -1.85044 0.095
H -2.24777 -1.33055 -3.63283 0.099
H -1.79222 -1.74812 -6.00478 0.098
H 0.48788 -2.36216 -6.75002 0.096
H 2.30549 -2.57631 -5.07594 0.104
H 1.84680 -2.14624 -2.69953 0.023
H -2.66675 -1.75700 0.64997 0.098
H -4.76445 -0.52386 0.97878 0.099
H -5.35557 1.35516 -0.52584 0.095
H -3.78418 2.02064 -2.32442 0.102
H -1.66507 0.83009 -2.61180 0.108
```

Results
Charge: -1
Multiplicity: 2
Expectation value of S²: 0.76
ΔE to the lowest compared entry with this formula, charge and spin, kcal/mol: 0.0
Highest occupied orbital energy (spin up / spin down), eV: -3.70 / -3.55
Frontier orbital gap (spin up / spin down), eV: 6.17 / 5.40

=====

Record 2
2 unconnected molecules or ions with the total composition C3H11NO2 at a distorted geometry, computed with ωB97M-V with the def2-TZVPD basis set.

XYZ file:
```
17
Properties=species:S:1:pos:R:3:lowdin_charge:R:1
C -0.79929 -0.86427 -0.82446 -0.258
C -1.38878 0.22468 0.05076 -0.460
C -0.91716 1.59066 -0.36206 -0.051
O -1.19620 -0.09855 1.42232 -0.045
N -0.72442 -2.15287 -0.14807 -0.002
H -1.38794 -0.99324 -1.72956 0.115
H 0.15160 -0.55048 -1.28424 0.109
H -2.46428 0.19924 -0.15051 0.135
H 0.05166 1.97116 -0.03028 0.086
H -0.93494 1.60570 -1.44293 0.075
H -1.68202 2.31072 -0.05262 0.082
H -1.48451 -1.02314 1.47351 0.073
H 0.08184 -2.13221 0.46180 0.075
H -0.58757 -2.89970 -0.80403 0.068
H 4.07218 1.24908 -1.08167 0.036
H 3.68698 0.46530 0.15587 0.027
O 4.24513 1.19663 -0.13001 -0.064
```

Results
Multiplicity: 1
ΔE to the lowest compared entry with this formula, charge and spin, kcal/mol: 11.1
SMILES: C[C@H](O)CN.O
Highest occupied orbital energy, eV: -9.69
Frontier orbital gap, eV: 10.24

=====

Record 3
C4H4S2 in the gas phase, computed with ωB97M-V with the def2-TZVPD basis set.

XYZ file:
```
10
Properties=species:S:1:pos:R:3:lowdin_charge:R:1
C 0.22284 -1.37789 -0.18023 0.084
C 0.01153 -0.05637 -0.00934 -0.440
C -0.13000 0.54032 1.33204 -0.634
C -0.10977 0.87236 -1.15746 -0.645
H 0.30061 -2.03984 0.69640 0.065
H 0.33173 -1.78993 -1.16724 0.051
H -0.27708 1.61523 1.32459 0.043
H -0.29069 1.92749 -0.88332 0.054
S -0.04320 -0.20684 2.76655 0.706
S -0.01596 0.51548 -2.72200 0.715
```

Results
Multiplicity: 1
ΔE to the lowest compared entry with this formula, charge and spin, kcal/mol: 33.3
SMILES: C=C(C=S)C=S
Highest occupied orbital energy, eV: -8.94
Frontier orbital gap, eV: 7.38

=====

Record 4
7 unconnected molecules or ions with the total composition H14O7 at a distorted geometry, computed with ωB97M-V with the def2-TZVPD basis set.

XYZ file:
```
21
Properties=species:S:1:pos:R:3:lowdin_charge:R:1
H 1.94320 2.59652 -0.80095 0.083
H 2.04050 0.96840 -0.58244 0.012
H 0.38007 2.03359 0.79704 0.041
H -0.13727 0.57963 0.92594 -0.036
H 1.66348 -1.36222 0.63419 0.057
H 1.16054 -0.12855 1.45636 0.016
H -1.52807 -0.38946 2.26675 0.051
H -0.45297 -1.29251 1.71748 0.015
H -1.49220 -0.36503 -1.77971 0.076
H -1.01911 -1.19628 -0.56244 0.011
H -3.13047 0.41152 -0.35841 0.068
H -1.87115 1.14312 -0.36298 0.011
H 2.44928 -1.55229 -1.74365 0.079
H 0.90795 -1.29897 -1.54928 0.023
O 2.06540 1.84424 -0.17513 -0.068
O -0.41582 1.48113 0.87914 -0.055
O 1.22788 -1.07944 1.47842 -0.051
O -1.38085 -1.00419 1.54646 -0.078
O -0.83951 -1.11316 -1.51298 -0.100
O -2.57125 0.89306 -0.99925 -0.072
O 1.79994 -1.04007 -1.22390 -0.082
```

Results
Multiplicity: 1
ΔE to the lowest compared entry with this formula, charge and spin, kcal/mol: 24.5
SMILES: O.O.O.O.O.O.O
Highest occupied orbital energy, eV: -11.30
Frontier orbital gap, eV: 11.69